1.
Here is a molecular structure, C26H52MgO18S4 at a distorted geometry from the OMol25 dataset. Energies are from ωB97M-V/def2-TZVPD.

Output
total charge	-1
gap between HOMO and LUMO (spin up / spin down)	1.71 / 6.68	eV
multiplicity	2
LUMO (spin up / spin down)	1.67 / 1.66	eV

Atoms and positions in Å:
Mg -3.50134 -2.74087 3.46885
O -5.26098 -3.74735 3.68009
C -6.28785 -2.76950 3.68336
C -5.72878 -1.28338 3.27630
O -4.32478 -0.92627 3.34531
H -6.95477 -2.72574 4.54440
H -6.93680 -3.06516 2.85901
H -6.31698 -0.62111 3.91153
H -6.10902 -1.02380 2.28831
C -5.17084 -4.61381 9.42124
C -6.15841 -5.22675 8.39094
C -5.89785 -4.71471 6.96065
O -5.78352 -5.87374 6.14382
C -5.91787 -7.01327 6.94846
O -6.11721 -8.14990 6.47118
O -6.01442 -6.68353 8.30514
H -4.10938 -4.77035 9.22910
H -5.42960 -5.03147 10.39423
H -5.35363 -3.55193 9.58586
H -7.23288 -5.17013 8.56534
H -5.02795 -4.06154 7.02953
H -6.72783 -4.04586 6.73290
C -5.20255 3.19733 0.29136
C -4.52386 3.18231 1.68755
C -3.12629 2.50577 1.82805
O -2.36116 3.43121 2.49807
C -3.02399 4.47467 2.82356
O -2.53545 5.40622 3.53819
O -4.16611 4.45933 2.21608
H -5.10038 2.29447 -0.31071
H -4.88440 4.03832 -0.32479
H -6.21187 3.53266 0.52993
H -5.22999 2.95006 2.48475
H -2.67204 2.11632 0.91695
H -3.36325 1.63341 2.43709
C -8.84610 -0.86898 1.10396
C -9.29751 -1.11206 -0.33167
C -8.07797 -1.29662 -1.28640
O -7.86815 -2.69703 -1.18242
C -9.08184 -3.30630 -0.95570
O -9.29229 -4.49591 -1.08818
O -9.92624 -2.39910 -0.52276
H -8.00244 -1.52710 1.31184
H -9.63675 -0.90421 1.85344
H -8.40924 0.11319 1.28449
H -10.06909 -0.37622 -0.55817
H -7.12431 -0.82181 -1.05577
H -8.26288 -0.96407 -2.30783
C -8.23609 -5.35720 1.78035
C -6.89616 -6.02912 1.53935
C -6.69541 -7.29302 2.44723
O -6.08128 -8.11992 1.43533
C -6.23786 -7.64484 0.20995
O -5.72214 -8.19160 -0.73399
O -6.71507 -6.44607 0.20883
H -9.04053 -5.89049 1.27382
H -8.20132 -4.35362 1.35642
H -8.44380 -5.25754 2.84573
H -5.96432 -5.53958 1.82240
H -7.60468 -7.74476 2.84378
H -6.13667 -7.11810 3.36664
C -8.60487 1.62440 4.57295
S -9.29785 3.21232 3.96486
O -8.18558 3.66549 3.03693
C -10.71848 2.37670 2.94862
H -8.12121 1.20239 3.69200
H -9.45129 1.09700 5.01287
H -7.88463 1.84655 5.36036
H -11.56297 1.96515 3.50139
H -10.27208 1.71204 2.20899
H -11.09401 3.26408 2.43907
C -4.27058 -1.43093 -0.22044
S -3.26239 -2.97834 0.10303
O -3.21841 -3.05598 1.61085
C -4.63994 -4.13370 -0.52825
H -4.66717 -1.43696 -1.23571
H -3.71564 -0.60125 0.21748
H -5.19810 -1.64835 0.30922
H -4.52141 -5.20393 -0.35896
H -4.66820 -3.96152 -1.60419
H -5.66685 -3.91074 -0.23873
C -2.27661 -0.34493 6.42413
S -2.54037 -2.14574 6.60787
O -3.20011 -2.58003 5.29196
C -0.78312 -2.66538 6.50889
H -3.21793 0.19712 6.51467
H -1.91844 -0.25010 5.39904
H -1.47107 0.05445 7.04033
H -0.20594 -2.71821 5.58576
H -0.49348 -3.62697 6.93262
H -0.32630 -2.07905 7.30616
C -0.33013 -0.07728 1.92910
S -0.04399 -1.53348 3.08665
O -1.54829 -1.95553 3.40514
C 0.35350 -2.68358 1.70467
H -1.21792 -0.36186 1.36435
H 0.58372 -0.16053 1.34084
H -0.42873 0.95762 2.25676
H 1.29893 -2.71839 1.16334
H -0.41776 -2.53172 0.94956
H 0.26432 -3.64535 2.20980

2.
Here is 7 unconnected molecules or ions with the total composition C24H48Cl4O5 at a distorted geometry from the OMol25 dataset. Energies are from ωB97M-V/def2-TZVPD.

Output
gap between HOMO and LUMO	9.97	eV
LUMO	0.64	eV

Atoms and positions in Å:
Cl 0.52765 2.89493 4.07998
C -0.31555 1.62998 3.27652
C -1.83121 1.93129 3.40846
Cl -2.46354 1.15612 4.93779
H -0.03356 0.66291 3.72598
H -0.04303 1.65457 2.22073
H -2.30415 1.46574 2.57321
H -2.09392 3.02608 3.49684
Cl -1.23825 -3.65655 2.15741
C -2.13863 -3.43755 0.58659
C -3.22975 -2.45171 0.88703
Cl -3.90113 -1.69565 -0.55817
H -2.48997 -4.41029 0.23078
H -1.32393 -3.13102 -0.10540
H -2.91688 -1.63025 1.52408
H -4.06766 -2.99320 1.36422
C 5.04441 2.82769 0.85583
C 4.72339 1.81684 1.97132
C 4.95464 0.48402 1.37972
O 4.82071 0.66656 -0.03798
C 5.41019 1.90524 -0.33248
H 5.81012 3.47687 1.16404
H 4.12802 3.39604 0.61217
H 3.73807 2.01866 2.37837
H 5.45902 1.93501 2.70914
H 4.23643 -0.28270 1.56650
H 5.92477 0.01479 1.56918
H 5.00041 2.19993 -1.25325
H 6.45227 1.68389 -0.41899
C -4.22695 6.67576 0.60697
C -5.41049 5.80031 1.00835
C -4.75154 4.41218 1.29360
O -3.63902 4.35910 0.41326
C -3.09661 5.71423 0.27264
H -3.96321 7.31019 1.50163
H -4.45465 7.34615 -0.22659
H -5.98006 5.65527 0.06229
H -6.00832 6.21966 1.85866
H -5.32120 3.58483 1.01274
H -4.44300 4.34670 2.35191
H -2.70960 5.67604 -0.74300
H -2.27706 5.90834 0.94585
C 2.27506 -5.43945 0.63730
C 2.93923 -4.47515 -0.40022
C 1.72905 -3.97854 -1.18212
O 0.56014 -4.69535 -0.74731
C 0.98432 -5.84232 -0.03458
H 2.10232 -4.81520 1.51802
H 2.84967 -6.28003 1.00390
H 3.52552 -5.17007 -1.05474
H 3.47645 -3.70229 0.16938
H 1.78390 -4.21715 -2.29045
H 1.47546 -2.84527 -1.11015
H 1.19470 -6.65705 -0.78595
H 0.19387 -6.25288 0.63973
C -0.76157 -2.21769 -5.29716
C -1.64905 -2.92658 -4.31006
C -1.37172 -2.04379 -3.06741
O 0.02868 -1.74263 -3.15645
C 0.43358 -1.67413 -4.53132
H -1.31490 -1.46139 -5.81919
H -0.37804 -2.94197 -6.05353
H -1.20102 -3.87555 -4.07630
H -2.71073 -3.00437 -4.44375
H -1.50506 -2.53561 -2.07999
H -1.87203 -1.10707 -3.03763
H 1.27448 -2.37934 -4.66525
H 0.73070 -0.69054 -4.83541
C 1.43332 0.62872 0.61504
C 0.62798 1.25734 -0.59579
C -0.80159 0.86919 -0.22665
O -0.71600 -0.35928 0.48056
C 0.56317 -0.58506 0.97219
H 1.47961 1.40210 1.37579
H 2.47521 0.39966 0.41004
H 0.93867 0.76456 -1.52758
H 0.87555 2.30347 -0.71711
H -1.47286 0.83070 -1.08977
H -1.28014 1.65076 0.35719
H 0.99403 -1.50860 0.54047
H 0.53281 -0.84909 2.08832

3.
Here is a molecular structure, C30H81F4HgN5O26S4 at a distorted geometry from the OMol25 dataset. Energies are from ωB97M-V/def2-TZVPD.

Output
gap between HOMO and LUMO	3.46	eV
ΔE to the lowest compared entry with this formula, charge and spin	0.0	kcal/mol
LUMO	-4.85	eV

Atoms and positions in Å:
Hg -4.03908 -0.00631 0.41088
N -4.62131 5.16664 -3.19011
S -3.07460 4.99702 -3.16204
O -2.38845 5.06731 -1.87070
O -2.34313 5.26301 -4.35972
F -3.23131 3.36725 -3.27240
S -4.71360 6.71781 -2.55869
O -3.77044 7.67996 -3.03508
O -5.24038 6.74971 -1.21969
F -6.01813 7.14452 -3.39504
N -2.36629 0.08128 -1.02419
S -1.18720 1.09226 -0.82771
O -1.15310 2.28461 -1.62716
O 0.01437 0.53850 -0.27743
F -1.84972 1.67504 0.54202
S -1.83934 -0.38649 -2.56416
O -0.60212 -1.09551 -2.69821
O -2.37261 0.42832 -3.60847
F -2.96763 -1.55983 -2.72501
C 1.10325 0.93397 -5.82867
C -0.33767 0.96162 -6.31764
O -0.92144 2.22612 -6.05532
O 1.37714 1.08066 -4.43837
H 1.73744 1.60372 -6.41408
H 1.48979 -0.09749 -5.91885
H -0.93043 0.21291 -5.77774
H -0.39665 0.69575 -7.37199
H -1.21664 2.26957 -5.13972
H 1.49550 0.24538 -3.96346
C -3.33980 4.56831 2.93386
C -2.48245 4.62982 1.69971
O -3.28279 4.09476 0.63301
O -4.68455 4.94518 2.78143
H -2.84717 5.19575 3.68832
H -3.21400 3.54405 3.33085
H -1.55758 4.06432 1.79699
H -2.27854 5.68612 1.50310
H -2.70297 3.90876 -0.11722
H -4.91483 5.38681 3.60190
C 3.18014 -1.68911 -3.55719
C 3.71397 -2.65901 -2.50615
O 2.98379 -3.90588 -2.50195
O 1.89329 -1.22695 -3.10806
H 3.06181 -2.24930 -4.49002
H 3.91749 -0.90760 -3.73016
H 3.67875 -2.13864 -1.54550
H 4.74184 -2.89283 -2.80120
H 3.62122 -4.44026 -2.01395
H 1.54929 -1.88699 -2.50099
C 0.76809 4.77086 -3.12056
C 2.31187 4.58750 -3.19277
O 2.62923 3.94862 -4.40622
O 0.42674 5.02137 -1.78540
H 0.24976 3.89449 -3.53461
H 0.45684 5.55334 -3.82434
H 2.65973 3.84077 -2.46298
H 2.68974 5.58328 -2.96406
H 2.14327 3.12536 -4.49290
H -0.52337 4.87501 -1.64157
C -1.02900 -4.50373 -4.99830
C 0.32789 -4.04725 -4.42586
O 0.34617 -4.16997 -3.02462
O -1.97688 -3.51589 -4.67779
H -1.16395 -5.49662 -4.54846
H -0.93375 -4.63892 -6.07370
H 0.40123 -2.99408 -4.73530
H 1.18801 -4.50337 -4.93148
H 1.26535 -4.01662 -2.73364
H -1.85431 -3.29193 -3.74703
C -6.05975 -3.48112 -5.04223
C -5.23626 -2.24066 -4.66819
O -5.84425 -1.06874 -5.23390
O -7.25796 -3.64709 -4.32467
H -5.42896 -4.37582 -5.08173
H -6.34215 -3.33631 -6.09038
H -4.21110 -2.33713 -5.02876
H -5.15703 -2.00430 -3.60295
H -6.15821 -0.53474 -4.50499
H -7.16856 -4.37414 -3.70580
C 1.30610 -2.07566 1.38413
O 2.12997 -2.27655 2.49626
C 2.93174 -1.17817 2.93424
C 3.75043 -1.76936 4.08770
N 4.68502 -2.76767 3.50374
C 5.86792 -3.14026 4.29778
C 6.23917 -4.58899 3.89392
O 7.16167 -5.00863 4.87525
C 8.02988 -5.99863 4.41048
H 1.83976 -1.70657 0.50581
H 0.52230 -1.34879 1.65801
H 0.64884 -2.93758 1.23684
H 2.39307 -0.31538 3.33778
H 3.63019 -0.77656 2.20073
H 3.28265 -2.37722 4.87062
H 4.33937 -1.01929 4.61894
H 4.14447 -3.56174 3.19766
H 5.62444 -2.97949 5.35219
H 6.69178 -2.49147 4.00141
H 6.78642 -4.49988 2.94848
H 5.39423 -5.27994 3.80768
H 8.51439 -5.77472 3.45171
H 7.55655 -6.96282 4.16266
H 8.79285 -6.29645 5.12745
C -5.40613 -2.95062 -0.31582
O -4.26571 -2.31459 0.25727
C -3.81757 -2.94343 1.46067
C -2.69598 -2.07877 1.90748
N -3.12190 -0.68736 2.30142
C -1.97541 0.10272 2.78561
C -1.57718 -0.26340 4.22455
O -0.70981 -1.37370 4.11406
C -0.32554 -1.96270 5.34554
H -5.94653 -2.25104 -0.95386
H -6.09023 -3.35569 0.43113
H -5.03874 -3.75065 -0.96436
H -3.33551 -3.89891 1.24786
H -4.63452 -2.99467 2.17928
H -1.91593 -1.88784 1.16754
H -2.17976 -2.49877 2.77447
H -3.75706 -0.74407 3.09548
H -2.10114 1.18729 2.81634
H -1.11177 -0.10035 2.15248
H -2.46885 -0.53416 4.81433
H -1.10573 0.58417 4.73311
H 0.61215 -2.52097 5.34657
H -1.01134 -2.80975 5.49251
H -0.32820 -1.26061 6.17851
C 2.87390 3.04010 7.30963
O 2.96097 2.04507 6.28682
C 1.72013 1.61790 5.74651
C 1.18999 2.63217 4.73227
N 1.92988 2.67687 3.48809
C 1.11613 2.42370 2.30044
C 1.89942 2.61042 1.01542
O 2.69350 1.47536 0.78475
C 3.19030 1.32460 -0.53352
H 3.81679 2.86664 7.82099
H 2.07053 2.82126 8.02447
H 2.62999 4.02793 6.91889
H 0.95203 1.41418 6.50042
H 1.93666 0.68197 5.22509
H 1.20799 3.58020 5.29043
H 0.10995 2.50709 4.58069
H 2.76995 2.12983 3.61049
H 0.27813 3.11725 2.27749
H 0.81711 1.36782 2.36860
H 2.41478 3.58148 1.02301
H 1.26655 2.78737 0.13437
H 2.46411 0.94982 -1.26358
H 3.95049 0.55702 -0.37957
H 3.59433 2.21680 -1.01873

4.
Here is a single C6H6O2S molecule at a distorted geometry from the OMol25 dataset. Energies are from ωB97M-V/def2-TZVPD.

Output
gap between HOMO and LUMO (spin up / spin down)	8.29 / 8.29	eV
ΔE to the lowest compared entry with this formula, charge and spin	126.8	kcal/mol
LUMO (spin up / spin down)	-0.69 / -0.69	eV

Atoms and positions in Å:
C 1.42006 -1.61656 -0.86697
C 0.64881 -2.25560 -0.07859
C 0.50652 0.55444 0.01856
C 1.88446 -0.30666 -0.71200
C -0.58608 -0.32676 0.52183
C -1.88513 -0.05857 -0.28800
O 0.55332 1.70603 -0.15466
O -0.36910 -1.87498 0.64957
S 3.39874 -0.12222 0.45923
H 2.31539 0.29558 -1.62361
H -0.82352 -0.15598 1.57760
H -1.89373 -0.70849 -1.17249
H -1.77341 0.98805 -0.50469
H -2.80903 -0.17114 0.25238
H 2.70948 0.19339 1.54665

Number 1: E_tot -4168.87431 Ha. Number 2: E_tot -3160.08538 Ha. Number 3: E_tot -5566.71871 Ha. Number 4: E_tot -780.67544 Ha.